[1]
# C14H15AlFO9

A structure of composition C14H15AlFO9 at a distorted geometry (ωB97M-V with the def2-TZVPD basis set, OMol25).

Total energy, Eh: -1561.94264
Charge: -1
LUMO level, eV: 0.2

Element x y z (Å)
C 1.024 -0.785 0.714
C 2.651 -0.630 0.387
F 3.046 -1.260 -0.901
Al 3.620 -1.451 2.020
O 5.057 -0.422 2.668
H 0.779 -1.809 1.273
H 0.350 -0.705 -0.240
H 0.773 0.078 1.493
H 2.927 0.521 0.286
H 2.544 -1.661 3.203
H 4.070 -2.907 1.586
H 4.638 0.318 3.223
C -2.886 -3.465 0.364
C -4.077 -3.756 -0.162
C -4.218 -4.141 -1.593
O -5.324 -4.421 -2.043
C -3.004 -4.164 -2.423
C -1.813 -3.870 -1.899
C -1.669 -3.512 -0.461
O -0.558 -3.265 -0.003
O -0.668 -3.887 -2.674
O -5.226 -3.712 0.607
H -2.769 -3.186 1.404
H -3.123 -4.428 -3.467
H 0.063 -3.641 -2.065
H -5.956 -3.964 0.000
C 1.244 3.895 1.047
C 0.612 5.052 1.253
C 0.007 5.815 0.126
O -0.584 6.866 0.348
C 0.150 5.267 -1.232
C 0.785 4.111 -1.438
C 1.365 3.335 -0.308
O 1.927 2.267 -0.527
O 0.925 3.592 -2.712
O 0.496 5.586 2.523
H 1.686 3.330 1.857
H -0.279 5.839 -2.044
H 1.418 2.750 -2.598
H -0.002 6.424 2.409

[2]
# C14H15BN4O2Pd

A structure of composition C14H15BN4O2Pd (ωB97M-V with the def2-TZVPD basis set, OMol25).

Total energy, Eh: -1063.95700
Charge: +2
LUMO level (alpha / beta), eV: -7.6 / -9.8
Multiplicity: 5

Element x y z (Å)
Pd -0.870 1.155 -2.473
C 1.422 -2.608 -2.520
C 0.796 -1.357 -2.010
O -0.080 -0.790 -2.689
C 0.546 0.224 -0.173
C 1.774 -0.721 2.218
C 1.585 0.704 2.630
C 1.919 1.925 1.913
C 1.734 2.326 0.638
C 1.028 1.601 -0.391
O 0.763 2.126 -1.488
H 0.729 -3.074 -3.216
H 1.670 -3.300 -1.718
H 2.335 -2.369 -3.072
H 1.917 -1.352 3.091
H 1.447 0.861 3.693
H 2.351 2.669 2.575
H 2.053 3.322 0.353
B -1.664 0.864 1.001
N -2.637 0.488 -0.118
C -3.843 -0.081 0.048
C -4.569 -0.002 -1.125
C -3.737 0.665 -2.005
N -2.588 0.990 -1.384
N -0.259 0.000 0.943
C 0.325 -0.363 2.091
C 2.678 -1.106 1.097
C 2.432 -1.241 -0.195
N 1.200 -0.855 -0.815
H -2.134 0.622 2.076
H -1.266 2.000 0.876
H -4.118 -0.472 1.015
H -5.571 -0.350 -1.302
H -3.913 0.950 -3.031
H -0.345 -0.538 2.921
H 3.685 -1.343 1.420
H 3.202 -1.571 -0.878

[3]
# C14H15Cl2N3S2

An isolated molecule of C14H15Cl2N3S2 (ωB97M-V with the def2-TZVPD basis set, OMol25).

Total energy, Eh: -2423.54656
SMILES string: CNc1cc(CSC)nc(SCc2ccc(Cl)c(Cl)c2)n1
LUMO level, eV: 0.7

Element x y z (Å)
C -3.942 -1.033 2.809
N -3.172 -1.855 1.913
C -2.228 -1.399 1.073
C -1.868 -0.042 0.966
C -0.909 0.272 0.027
C -0.432 1.672 -0.187
S -1.839 2.824 -0.384
C -0.885 4.334 -0.699
N -0.333 -0.655 -0.740
C -0.709 -1.903 -0.526
S 0.096 -3.152 -1.449
C 1.321 -2.148 -2.369
C 2.143 -1.269 -1.481
C 2.437 0.035 -1.863
C 3.173 0.862 -1.039
C 3.628 0.397 0.186
Cl 4.518 1.446 1.226
C 3.358 -0.913 0.566
Cl 3.921 -1.513 2.081
C 2.628 -1.741 -0.269
N -1.621 -2.328 0.325
H -4.687 -1.650 3.304
H -3.305 -0.575 3.571
H -4.454 -0.238 2.260
H -3.314 -2.852 1.903
H -2.323 0.721 1.571
H 0.150 2.008 0.675
H 0.184 1.713 -1.085
H -1.602 5.138 -0.826
H -0.238 4.542 0.149
H -0.299 4.211 -1.607
H 0.779 -1.556 -3.105
H 1.939 -2.888 -2.878
H 2.074 0.409 -2.809
H 3.394 1.877 -1.331
H 2.415 -2.752 0.042

[4]
# C14H15ClF7N3O7S2

A cluster of 2 separate species, C14H15ClF7N3O7S2 in total at a distorted geometry (ωB97M-V with the def2-TZVPD basis set, OMol25).

Total energy, Eh: -3188.50107
Charge: -2
LUMO level, eV: 2.0

Element x y z (Å)
C 0.446 3.989 2.386
C -0.661 4.437 1.262
C -2.030 3.512 1.242
Cl -3.446 4.753 1.053
C -2.158 2.509 -0.045
C -2.153 3.477 -1.395
N -1.793 4.151 -2.450
C -1.085 1.277 -0.099
C 0.467 1.710 -0.411
N 1.682 1.970 -0.814
C -1.605 0.278 -1.337
C -0.870 0.574 -2.770
O -1.558 1.303 -3.691
N 0.490 0.073 -3.212
C 0.949 0.962 -4.387
C 0.426 -1.356 -3.704
S -1.044 0.187 1.434
O -0.666 0.975 2.748
O -2.497 -0.406 1.578
C 0.273 -1.194 1.332
F 1.493 -0.586 1.986
F 0.680 -1.510 -0.056
C -0.112 -2.504 2.252
F -0.962 -2.161 3.450
F -0.906 -3.529 1.497
C 1.239 -3.244 2.901
F 0.746 -4.597 3.353
F 2.344 -3.398 1.923
F 1.662 -2.553 4.175
H 1.327 4.791 2.318
H 0.951 2.948 2.199
H -0.025 4.126 3.449
H -0.088 4.437 0.217
H -0.960 5.578 1.437
H -2.253 2.990 2.291
H -3.260 2.052 -0.002
H -2.758 0.545 -1.494
H -1.594 -0.862 -1.029
H 0.883 2.118 -4.124
H 2.092 0.749 -4.602
H 0.368 0.742 -5.380
H 1.427 -1.883 -3.325
H 0.450 -1.438 -4.890
H -0.524 -1.904 -3.273
O 3.577 -8.076 0.797
S 2.922 -6.818 1.201
O 1.461 -7.012 1.230
O 3.258 -5.757 0.235
O 3.393 -6.428 2.542

[5]
# C14H15F4NO12

A cluster of 5 separate species, C14H15F4NO12 in total at a distorted geometry (ωB97M-V with the def2-TZVPD basis set, OMol25).

Total energy, Eh: -1899.61588
SMILES string: O=C1OC[C@@H](F)O1.O=C1OC[C@@H](F)O1.O=C1OC[C@@H](F)O1.O=C1OC[C@@H](F)O1.CC#N
LUMO level, eV: 0.0

Element x y z (Å)
O 1.749 -18.139 4.301
C 2.312 -17.564 3.422
O 3.284 -16.665 3.590
C 3.767 -16.156 2.373
C 3.236 -17.252 1.361
F 4.251 -18.125 1.118
O 2.247 -17.930 2.120
H 3.411 -15.157 2.126
H 4.838 -16.170 2.179
H 2.748 -16.968 0.434
O 9.092 -17.271 2.504
C 8.096 -17.774 2.887
O 7.859 -19.119 2.838
C 6.552 -19.330 3.328
C 6.256 -18.067 4.128
F 6.672 -18.153 5.425
O 7.010 -17.156 3.369
H 5.798 -19.345 2.535
H 6.393 -20.274 3.843
H 5.185 -17.882 4.131
O 6.868 -26.768 0.435
C 6.250 -25.841 0.849
O 6.063 -25.542 2.153
C 5.441 -24.286 2.274
C 4.830 -24.044 0.870
F 5.117 -22.794 0.406
O 5.583 -24.959 0.100
H 4.641 -24.327 3.010
H 6.185 -23.529 2.523
H 3.748 -24.180 0.855
O -1.166 -19.219 1.934
C -0.896 -19.799 0.948
O -0.370 -19.248 -0.163
C -0.405 -20.187 -1.220
C -0.784 -21.509 -0.558
F 0.199 -22.449 -0.619
O -0.936 -21.154 0.795
H -1.153 -19.921 -1.970
H 0.562 -20.161 -1.723
H -1.718 -21.899 -0.958
C 1.517 -21.430 2.466
C 2.949 -21.527 2.715
N 4.068 -21.647 2.936
H 1.280 -20.438 2.095
H 0.934 -21.661 3.355
H 1.236 -22.173 1.722

[6]
# C14H15FNO

A cluster of 2 separate species, C14H15FNO in total at a distorted geometry (ωB97M-V with the def2-TZVPD basis set, OMol25).

Total energy, Eh: -771.99841
Charge: +1
LUMO level, eV: -6.1

Element x y z (Å)
F 4.899 0.283 2.088
C 3.578 -0.003 2.089
C 3.146 -1.320 2.113
C 1.810 -1.613 2.111
C 0.828 -0.597 2.086
C -0.525 -1.019 2.085
C -1.777 -0.349 2.097
C -2.931 -1.162 2.060
C -4.191 -0.623 2.062
C -4.357 0.747 2.101
C -3.252 1.575 2.146
C -1.983 1.044 2.148
C 1.293 0.735 2.055
C 2.636 1.017 2.060
H 3.884 -2.103 2.135
H 1.491 -2.641 2.134
H -0.629 -2.092 2.063
H -2.809 -2.230 2.029
H -5.052 -1.271 2.032
H -5.348 1.167 2.095
H -3.387 2.643 2.181
H -1.154 1.716 2.209
H 0.605 1.555 2.024
H 2.990 2.033 2.040
C 0.644 -0.944 -1.773
N -0.477 -0.129 -1.331
O -1.674 -0.859 -1.249
H 1.566 -0.361 -1.776
H 0.773 -1.808 -1.122
H 0.456 -1.301 -2.785
H -0.320 0.209 -0.376
H -2.347 -0.356 -1.751

[7]
# C14H15HgN3O3S2

A structure of composition C14H15HgN3O3S2 at a distorted geometry (ωB97M-V with the def2-TZVPD basis set, OMol25).

Total energy, Eh: -1881.98530
Charge: +1
LUMO level (alpha / beta), eV: -3.1 / -3.1
Multiplicity: 2

Element x y z (Å)
Hg 0.007 0.095 0.562
O 1.019 -0.890 -0.989
C 0.575 -0.772 -2.173
O -1.628 0.960 -0.599
C -1.488 0.782 -1.832
O -2.373 1.336 -2.620
N -0.507 0.070 -2.545
C -2.015 1.079 -4.010
C -0.918 0.067 -3.982
H -1.664 2.043 -4.398
H -2.951 0.729 -4.459
H -0.077 0.346 -4.619
H -1.296 -0.922 -4.276
C 1.285 -1.602 -3.099
C 1.771 -2.786 -2.658
H 1.510 -1.141 -4.069
H 1.554 -3.191 -1.665
H 2.315 -3.394 -3.370
C -1.507 -3.047 1.698
C -0.979 -2.114 2.747
N -0.427 -0.953 2.465
C 0.047 -0.201 3.557
C -0.190 -0.885 4.734
S -0.983 -2.429 4.473
C 0.698 1.123 3.314
C 1.229 2.037 4.205
S 1.873 3.461 3.409
C 1.400 2.777 1.859
N 0.836 1.598 1.996
C 1.586 3.449 0.531
H -0.971 -4.013 1.754
H -2.577 -3.252 1.883
H -1.407 -2.663 0.661
H 0.112 -0.459 5.683
H 1.215 1.835 5.270
H 1.057 4.420 0.525
H 2.659 3.655 0.361
H 1.210 2.854 -0.326

[8]
# C14H15HgNSe

A structure of composition C14H15HgNSe at a distorted geometry (ωB97M-V with the def2-TZVPD basis set, OMol25).

Total energy, Eh: -3151.84720
Charge: -2
LUMO level, eV: 5.0

Element x y z (Å)
C 1.551 -2.050 -2.908
C 0.139 -1.978 -3.161
C -0.533 -2.664 -2.102
C 0.452 -3.165 -1.193
C 1.745 -2.785 -1.692
Hg 0.707 -0.041 0.132
C -1.195 1.289 -1.946
C 0.076 1.421 -2.330
C 1.021 1.922 -3.107
N 2.278 0.899 -0.778
H -1.620 -2.752 -1.989
H -0.335 -1.422 -3.974
H 0.267 -3.715 -0.267
H 2.706 -2.957 -1.184
H 2.334 -1.540 -3.491
H -1.893 0.631 -2.489
H 3.216 0.930 -0.344
H -1.603 1.878 -1.106
H 0.762 2.678 -3.868
H 2.090 1.660 -3.023
Se -1.236 -1.269 1.152
C -1.128 -0.008 2.494
C -2.176 0.923 2.670
C -2.101 1.894 3.667
C -0.942 1.968 4.479
C 0.158 1.116 4.234
C 0.060 0.145 3.249
H -3.027 0.880 1.998
H -2.916 2.615 3.810
H -0.871 2.729 5.262
H 1.095 1.234 4.801
H 0.917 -0.466 3.006

[9]
# C14H15IrN6S2

A structure of composition C14H15IrN6S2 (ωB97M-V with the def2-TZVPD basis set, OMol25).

Total energy, Eh: -1770.69311
Charge: +3
LUMO level (alpha / beta), eV: -11.2 / -13.1
Multiplicity: 2

Element x y z (Å)
Ir 0.939 -2.674 -0.740
N 3.827 -4.451 1.842
C 2.782 -3.916 1.235
S 2.863 -3.769 -0.528
N 1.738 -3.529 1.921
N 0.730 -3.070 1.135
C -0.426 -2.837 1.658
C -1.510 -2.436 0.772
C -2.824 -2.307 1.173
C -3.799 -2.117 0.197
C -3.421 -2.045 -1.133
C -2.075 -2.136 -1.460
N -1.139 -2.329 -0.527
H 4.623 -4.787 1.323
H 3.822 -4.577 2.844
H -0.561 -3.008 2.719
H -3.083 -2.381 2.221
H -4.842 -2.050 0.478
H -4.154 -1.928 -1.919
H -1.744 -2.077 -2.489
N 0.305 0.766 -2.079
C 0.930 0.753 -0.928
S 1.789 -0.630 -0.317
N 1.087 1.887 -0.170
C 0.611 3.175 -0.273
C -0.411 3.627 -1.114
C -0.739 4.962 -1.102
C -0.089 5.895 -0.230
C 0.919 5.454 0.617
C 1.263 4.121 0.614
H 0.372 -0.048 -2.673
H -0.051 1.604 -2.513
H 1.709 1.729 0.618
H -0.999 2.976 -1.743
H -1.521 5.314 -1.764
H -0.406 6.931 -0.226
H 1.436 6.133 1.281
H 2.046 3.775 1.279

[10]
# C14H15N

An isolated molecule of C14H15N at a distorted geometry (ωB97M-V with the def2-TZVPD basis set, OMol25).

Total energy, Eh: -596.92340
LUMO level (alpha / beta), eV: 0.7 / -2.4
Multiplicity: 3

Element x y z (Å)
C 3.414 0.524 0.032
C 3.354 -0.760 -0.485
C 2.171 1.129 0.314
C 2.173 -1.446 -0.619
C 1.004 0.459 0.195
C 0.983 -0.780 -0.337
C -0.635 1.748 -1.403
C -1.067 0.763 -2.200
C -1.012 1.751 0.017
C -1.900 -0.192 -1.392
C -0.242 0.952 0.793
C -1.580 -0.928 -0.378
C -0.447 0.762 2.258
C -2.518 -1.660 0.554
N -0.242 -1.462 -0.273
H 4.288 1.082 0.051
H 4.252 -1.346 -0.530
H 2.150 2.225 0.605
H 2.084 -2.511 -0.891
H -0.257 2.781 -1.570
H -0.899 0.557 -3.221
H -1.998 2.140 0.236
H -2.893 0.159 -1.482
H 0.579 0.645 2.815
H -1.213 -0.147 2.451
H -1.038 1.562 2.729
H -2.054 -1.785 1.539
H -2.680 -2.683 0.338
H -3.424 -1.113 0.434
H -0.352 -2.428 -0.581

[11]
# C14H15N3O3

An isolated molecule of C14H15N3O3 at a distorted geometry (ωB97M-V with the def2-TZVPD basis set, OMol25).

Total energy, Eh: -932.36696
SMILES string: ON1[C@H]2CCc3nonc3[C@@]2(O)C[C@H]1c1ccccc1
LUMO level, eV: 0.6

Element x y z (Å)
O 1.685 -0.996 -1.656
N 0.725 -0.221 -1.009
C 0.104 0.755 -1.888
C -0.804 0.067 -2.907
C -1.809 -0.855 -2.212
C -2.518 -0.068 -1.186
N -3.700 -0.247 -0.670
O -3.897 0.752 0.206
N -2.841 1.579 0.254
C -1.965 1.106 -0.586
C -0.624 1.681 -0.896
O -0.742 2.966 -1.461
C 0.284 1.660 0.362
C 1.259 0.489 0.150
C 1.338 -0.429 1.340
C 0.255 -1.240 1.654
C 0.305 -2.078 2.752
C 1.437 -2.111 3.550
C 2.519 -1.305 3.242
C 2.471 -0.470 2.139
H 2.423 -0.432 -1.959
H 0.853 1.368 -2.422
H -0.188 -0.520 -3.588
H -1.323 0.838 -3.481
H -2.515 -1.288 -2.920
H -1.264 -1.667 -1.724
H -1.289 3.508 -0.880
H 0.818 2.607 0.430
H -0.306 1.529 1.268
H 2.268 0.880 -0.079
H -0.621 -1.214 1.024
H -0.541 -2.707 2.987
H 1.476 -2.765 4.408
H 3.405 -1.329 3.859
H 3.320 0.156 1.901

[12]
# C14H15N3O3

An isolated molecule of C14H15N3O3 (ωB97M-V with the def2-TZVPD basis set, OMol25).

Total energy, Eh: -932.46027
SMILES string: COC(=O)C/N=C/c1c(C)[nH]n(-c2ccccc2)c1=O
LUMO level, eV: 0.6

Element x y z (Å)
C -4.833 -1.487 -3.619
O -3.898 -2.220 -2.838
C -3.980 -2.058 -1.517
O -4.796 -1.365 -0.974
C -2.877 -2.827 -0.802
N -1.702 -2.005 -0.860
C -1.284 -1.440 0.197
C -0.140 -0.578 0.206
C 0.625 -0.141 -0.849
C 0.490 -0.430 -2.295
N 1.631 0.628 -0.369
N 1.472 0.797 0.993
C 2.404 1.504 1.754
C 2.059 1.957 3.026
C 2.977 2.668 3.773
C 4.236 2.948 3.266
C 4.580 2.495 2.004
C 3.675 1.772 1.248
C 0.386 0.020 1.423
O 0.026 -0.089 2.576
H -4.625 -1.736 -4.656
H -5.853 -1.771 -3.352
H -4.711 -0.416 -3.448
H -3.208 -3.040 0.225
H -2.675 -3.750 -1.351
H -1.760 -1.574 1.177
H 0.459 0.491 -2.874
H 1.335 -1.024 -2.642
H -0.425 -0.998 -2.441
H 2.144 1.318 -0.895
H 1.083 1.730 3.420
H 2.704 3.012 4.759
H 4.947 3.510 3.851
H 5.562 2.697 1.604
H 3.974 1.400 0.279

[13]
# C14H15N3OS3Ti

A structure of composition C14H15N3OS3Ti at a distorted geometry (ωB97M-V with the def2-TZVPD basis set, OMol25).

Total energy, Eh: -2825.60881
Charge: +2
LUMO level, eV: -8.1

Element x y z (Å)
Ti 0.547 -0.335 0.015
S -0.918 -0.644 -1.860
C -1.820 0.235 -0.661
N -1.234 0.325 0.528
C -1.958 1.119 1.438
C -1.615 1.421 2.749
C -2.481 2.217 3.473
C -3.667 2.696 2.906
C -4.012 2.392 1.603
C -3.133 1.599 0.874
S -3.295 1.052 -0.778
H -0.704 1.037 3.189
H -2.243 2.472 4.497
H -4.330 3.313 3.498
H -4.934 2.758 1.171
C 3.282 1.501 -5.013
C 2.936 0.845 -3.725
C 3.165 -0.477 -3.431
C 2.752 -0.991 -2.212
N 2.151 -0.183 -1.303
C 1.962 1.131 -1.569
S 1.219 2.066 -0.378
N 2.333 1.607 -2.776
C 2.985 -2.415 -1.854
H 3.890 0.848 -5.630
H 3.817 2.438 -4.845
H 2.360 1.737 -5.555
H 3.653 -1.112 -4.155
H 2.158 2.590 -2.961
H 2.861 -3.062 -2.721
H 2.337 -2.741 -1.048
H 4.022 -2.516 -1.518
C 0.615 -3.089 1.459
O 0.640 -1.786 0.819
H 0.087 -2.993 2.399
H 1.636 -3.409 1.632
H 0.098 -3.775 0.801